# C5H5N2O

A gas-phase ion, C5H5N2O (charge -1) in a non-equilibrium geometry (wB97M-V/def2-TZVPD, the Open Molecules 2025 dataset).

```
13
Properties=species:S:1:pos:R:3
C 0.099 -1.362 0.928
C -0.685 -0.240 1.193
C 0.876 -1.397 -0.248
C 0.914 -0.227 -1.090
C -0.710 0.907 0.279
N -1.385 1.888 0.620
N 0.118 0.788 -0.884
O 0.150 1.825 -1.686
H 0.225 -2.189 1.713
H -1.439 -0.150 1.980
H 1.656 -2.170 -0.429
H 1.400 -0.121 -2.121
H -1.218 2.450 -0.255
```

E_HOMO, eV: -2.38
Orbital gap, eV: 6.609
LUMO, Ha: 0.155
ΔE to the lowest compared entry with this formula, charge and spin, kJ/mol: 0.00
2S+1: 1
Total energy, hartree: -378.2325
Total charge: -1
SMILES string: [H]/N=c1/ccccn1[O-]

These are the natural (NBO) partial charges, in e, on atoms 1 to 5: -0.211 -0.344 -0.430 0.026 0.336